Computed, not measured: C16H42O14S4Zn as an isolated structure, with ωB97M-V with the def2-TZVPD basis set.

Structure (XYZ):
```
77
C16H42O14S4Zn ωB97M-V with the def2-TZVPD basis set
Zn 10.3573 2.1788 5.6235
C 8.3073 0.1218 2.8941
C 9.7053 0.5901 2.7935
O 10.1121 1.6253 3.6622
H 7.6659 0.9831 2.7075
H 8.1993 -0.1788 3.9363
H 8.0267 -0.7691 2.3323
H 9.7957 0.8268 1.7333
H 10.4410 -0.2139 2.8181
C 8.6000 2.0188 9.4929
C 9.5765 2.8965 8.6468
O 10.3406 2.2963 7.6591
H 9.1660 1.3361 10.1266
H 7.9961 1.3056 8.9320
H 7.9795 2.6281 10.1501
H 10.2165 3.4440 9.3386
H 8.8947 3.6677 8.2885
O 10.2970 -2.6159 5.9870
S 9.7641 -1.4362 6.6068
O 9.8570 -0.0658 6.0466
O 8.1428 -1.8096 6.8018
C 7.1794 -0.7942 6.8149
C 6.4021 -0.8231 8.1227
C 10.1857 -1.4711 8.3518
H 6.4345 -0.8463 6.0209
H 7.6230 0.1615 6.5355
H 5.6272 -1.5892 8.1467
H 5.8266 0.1017 8.1637
H 7.0034 -0.9420 9.0241
H 11.2539 -1.6805 8.4086
H 9.7345 -2.2791 8.9277
H 9.9175 -0.4877 8.7379
O 11.3717 3.9696 5.2704
S 12.0797 5.1948 5.4239
O 11.8083 6.3815 4.6020
O 12.0849 5.6255 7.0360
C 12.9064 6.6001 7.4776
C 12.5704 7.1734 8.8112
C 13.9392 4.6927 5.2548
H 12.9236 7.4796 6.8340
H 13.9167 6.1923 7.4462
H 13.4262 7.7646 9.1371
H 12.3700 6.3907 9.5428
H 11.7883 7.9064 8.6133
H 14.1810 4.2245 6.2090
H 14.5214 5.6138 5.2278
H 13.9259 4.1209 4.3270
O 7.6007 5.5931 5.6899
S 7.4352 4.1946 5.3068
O 8.6144 3.2940 5.3990
O 6.2381 3.5768 6.1942
C 5.3729 4.5172 6.9274
C 4.5543 5.2326 5.8836
C 6.8688 3.9269 3.5834
H 5.9216 5.3604 7.3469
H 4.7070 4.0598 7.6592
H 4.0436 4.5468 5.2077
H 5.1216 5.9007 5.2355
H 3.7208 5.7531 6.3552
H 6.5580 2.8952 3.4185
H 7.5695 4.2656 2.8203
H 5.9832 4.5515 3.4664
O 12.2870 1.5154 5.6529
S 13.4149 0.6772 5.3900
O 14.7755 1.2233 5.5772
O 13.2955 -0.7699 6.2610
C 14.5062 -1.4702 6.4596
C 14.2228 -2.8688 7.1223
C 13.2511 0.0459 3.6462
H 15.2541 -0.9835 7.0855
H 14.9688 -1.6395 5.4873
H 15.0404 -3.5398 6.8591
H 13.3082 -3.2514 6.6694
H 14.0116 -2.9617 8.1876
H 13.1523 0.8526 2.9199
H 12.3045 -0.4945 3.6560
H 14.0469 -0.6735 3.4532
```

Its relative energy (zero: lowest compared OMol25 entry of this formula, charge and spin) is 256.08 kJ/mol.

Computed, not measured: a 3-piece molecular cluster, C16H43BN3O11P4 overall, with ωB97M-V with the def2-TZVPD basis set.

Structure (XYZ):
```
78
C16H43BN3O11P4 ωB97M-V with the def2-TZVPD basis set
N 3.5983 -3.9507 -1.7680
C 3.2831 -3.6136 -2.8944
O 3.3329 -3.2890 -4.2614
B 3.2259 -1.8196 -4.5059
C 1.6931 -1.2460 -4.6073
C 0.6184 -2.3505 -5.1095
O 0.2207 -3.1897 -3.9929
C -0.6804 -1.5336 -5.6829
N -1.8878 -1.8164 -4.8322
P 4.1308 -0.7338 -3.1762
N 3.6848 0.8013 -3.4361
P 4.2166 -1.4879 -6.1607
O 4.2259 0.0363 -6.5102
H 1.6559 -0.3410 -5.3301
H 1.4071 -0.8908 -3.5394
H 1.0212 -2.9508 -6.0109
H -0.3906 -3.8982 -4.3026
H -0.5042 -0.3951 -5.6255
H -0.8942 -1.7832 -6.7862
H -2.6634 -1.1989 -5.1523
H -1.7332 -1.5385 -3.8523
H 5.5547 -0.8767 -3.3632
H 3.7191 -1.0298 -1.8187
H 4.5076 1.3904 -3.6816
H 5.5962 -1.8514 -5.9083
H 3.7527 -2.2970 -7.2517
O 2.1643 3.5108 0.4871
P 0.6654 3.5433 0.1711
O 0.1532 3.5837 1.7548
C 0.7457 4.4726 2.6940
C -0.1015 5.7184 2.8721
O 0.4963 1.9159 -0.0673
C 1.5904 1.1394 -0.5535
C 2.3068 0.4631 0.6021
O -0.9939 3.6244 -0.2489
C -1.6914 4.8529 -0.1549
C -1.0103 5.9769 -0.9078
H 1.7625 4.7527 2.4145
H 0.8046 3.9383 3.6470
H -0.1170 6.3089 1.9514
H 0.2972 6.3485 3.6707
H -1.1345 5.4575 3.1137
H 2.2724 1.7510 -1.1480
H 1.1841 0.3772 -1.2229
H 2.5863 1.1760 1.3822
H 3.2091 -0.0450 0.2552
H 1.6514 -0.2732 1.0759
H -1.8488 5.1074 0.8944
H -2.6838 4.6890 -0.5838
H 0.0045 6.1521 -0.5365
H -1.5799 6.9042 -0.8043
H -0.9290 5.7331 -1.9701
O -2.6254 -1.6101 2.1622
P -1.8806 -1.9531 3.4564
O -3.2019 -1.8788 4.4687
C -4.4285 -2.5085 4.1180
C -4.5614 -3.8571 4.7998
O -1.2830 -0.4372 3.7411
C -1.0236 0.4500 2.6558
C -2.1859 1.4077 2.4702
O -0.9642 -2.4040 4.8312
C -1.0598 -3.7188 5.3482
C -0.8038 -4.7838 4.3022
H -4.5396 -2.6259 3.0390
H -5.2340 -1.8516 4.4592
H -3.8100 -4.5561 4.4214
H -5.5478 -4.2898 4.6161
H -4.4136 -3.7663 5.8784
H -0.8093 -0.1039 1.7390
H -0.1229 1.0180 2.9009
H -3.1405 0.8820 2.3868
H -2.0459 2.0181 1.5757
H -2.2727 2.0707 3.3358
H -2.0278 -3.8540 5.8332
H -0.3063 -3.8066 6.1357
H -1.5136 -4.7104 3.4720
H -0.8919 -5.7799 4.7437
H 0.1990 -4.6753 3.8815
```

As for the total charge: -1.

Computed, not measured: a 7-piece molecular cluster, C16H43FNO9P overall, with ωB97M-V with the def2-TZVPD basis set.

Structure (XYZ):
```
71
C16H43FNO9P ωB97M-V with the def2-TZVPD basis set
C -1.3813 -3.6598 2.3839
C -1.7802 -2.4265 1.6372
O -2.5845 -1.6103 2.0640
N -1.1425 -2.2900 0.3512
C -2.0074 -1.4751 -0.5197
C 0.2187 -1.7123 0.6012
C 0.6321 -0.5734 -0.3070
C 2.1332 -0.3137 -0.2103
C 2.4924 1.0324 -0.8254
P 1.8399 2.3889 0.2488
F 3.1295 3.3317 0.2874
C 0.7742 3.1953 -1.0209
C 0.0991 4.4975 -0.5622
O 0.7269 5.0576 0.6055
C 1.3987 6.2002 0.2980
O 2.5583 6.2328 -0.0472
H -0.3312 -3.5701 2.6552
H -1.9833 -3.7397 3.2778
H -1.4729 -4.5125 1.7285
H -3.0005 -1.9117 -0.4933
H -2.1092 -0.4402 -0.2088
H -1.6669 -1.5538 -1.5439
H 0.9726 -2.4942 0.5217
H 0.2779 -1.3503 1.6275
H 0.4107 -0.7744 -1.3521
H 0.0752 0.3197 -0.0313
H 2.6198 -1.0980 -0.7876
H 2.4815 -0.3823 0.8162
H 3.5641 1.1648 -0.9430
H 2.0609 1.0976 -1.8243
H 1.3032 3.3321 -1.9632
H -0.0044 2.4612 -1.2163
H -0.9434 4.3031 -0.3431
H 0.1181 5.2190 -1.3742
H 0.8084 7.1165 0.4135
C -0.0468 -6.3775 -1.0512
O -0.6823 -5.6247 -0.0149
H 0.0451 -7.4046 -0.7152
H -0.6521 -6.3556 -1.9619
H 0.9492 -5.9786 -1.2624
H -0.7657 -4.7122 -0.3148
C 6.0563 7.2535 -0.2202
O 5.0721 6.9856 -1.2030
H 6.9511 7.6170 -0.7203
H 5.7106 8.0260 0.4773
H 6.3064 6.3502 0.3439
H 4.2852 6.6765 -0.7364
C -2.1901 -9.1656 -1.4286
O -0.8398 -9.5657 -1.1677
H -2.3866 -8.2488 -0.8809
H -2.3344 -8.9800 -2.4927
H -2.8810 -9.9422 -1.0922
H -0.6789 -10.3731 -1.6582
C -5.4982 1.1942 2.1400
O -4.1404 0.8837 2.4146
H -5.6745 2.2171 2.4645
H -5.7160 1.1251 1.0691
H -6.1766 0.5330 2.6872
H -3.9765 -0.0212 2.1303
C 4.4588 10.2727 2.5896
O 3.4283 9.8915 1.6825
H 4.0103 10.9084 3.3482
H 4.8945 9.3945 3.0736
H 5.2427 10.8329 2.0731
H 3.8258 9.3333 1.0099
C -4.3994 -6.0243 -2.1936
O -4.4149 -7.3662 -2.6739
H -3.8310 -6.0169 -1.2664
H -3.9146 -5.3541 -2.9090
H -5.4114 -5.6647 -1.9906
H -4.9128 -7.3811 -3.4933
```

Its SMILES is CC(=O)N(C)CCCCP(F)CCOC=O.CO.CO.CO.CO.CO.CO.

Number 1: frontier orbital gap 7.8295 eV, largest force on an atom 4.9 eV/Å, energy -5060.07329 hartree. Number 2: frontier orbital gap 4.5207 eV, largest force on an atom 9.4 eV/Å, energy -3017.56404 hartree. Number 3: frontier orbital gap 9.5550 eV, largest force on an atom 1.7 eV/Å, energy -1808.44598 hartree.